a.
The following is a quantum chemistry calculation of a cluster of 2 separate species, C2H7N4O in total, from OMol25.

HOMO energy   -14.60 eV
Total charge   +1
Frontier orbital gap   10.713 eV
Multiplicity   1

Geometry (Å):
1 C -1.29 0.99 0.15
2 C -1.74 -1.40 -0.47
3 N 2.72 0.21 0.58
4 N -1.59 2.00 0.67
5 N 1.84 0.02 -0.31
6 N -0.91 -0.13 -0.18
7 O 3.87 0.56 0.35
8 H -1.31 -2.20 -1.20
9 H -2.61 -1.06 -1.07
10 H -1.77 -1.87 0.49
11 H 2.48 -0.05 1.59
12 H -2.12 2.85 0.84
13 H 2.27 0.30 -1.15
14 H 0.15 -0.22 -0.29

b.
The following is a quantum chemistry calculation of a structure of composition C2H7N4O, from OMol25.

HOMO energy   -14.26 eV
Total charge   +1
Frontier orbital gap   9.645 eV
Multiplicity   1

Geometry (Å):
1 C -0.20 1.11 -0.17
2 C 1.21 1.25 0.06
3 N -1.07 2.00 -0.27
4 N -0.55 -0.27 -0.45
5 N -1.49 -1.00 -0.22
6 N 1.22 -0.97 -0.20
7 O 1.97 0.22 -0.38
8 H 1.57 2.19 -0.35
9 H 1.31 1.60 1.07
10 H -2.03 2.00 -0.34
11 H -2.13 -1.27 0.58
12 H -1.87 -1.67 -0.91
13 H 1.54 -1.34 0.78
14 H 1.32 -1.63 -0.94

Stability ranking, top entry: a; the second entry is 1.688 eV less favorable.

a.
The following is a quantum chemistry calculation of the ion C2H7N4O with charge +1, from OMol25.

HOMO energy   -14.43 eV
Total charge   +1
Frontier orbital gap   10.306 eV
Structure (SMILES)   NC(=O)C=[N+](N)N
Multiplicity   1

Geometry (Å):
1 N 1.63 -1.04 1.86
2 C 0.52 -1.36 1.19
3 O -0.30 -2.18 1.34
4 C 0.51 -0.09 -0.14
5 N -0.58 0.27 -0.66
6 N -1.71 -0.40 -0.55
7 N -0.71 1.43 -1.35
8 H 2.12 -0.16 1.71
9 H 1.76 -1.44 2.76
10 H 1.43 0.47 -0.07
11 H -2.49 0.00 -1.10
12 H -1.75 -1.41 -0.20
13 H -1.43 1.61 -2.10
14 H 0.24 1.83 -1.51

b.
The following is a quantum chemistry calculation of a structure of composition C2H7N4O, from OMol25.

HOMO energy (spin up / spin down)   -13.19 / -13.19 eV
Total charge   +1
Frontier orbital gap (spin up / spin down)   7.578 / 7.577 eV
Multiplicity   1

Geometry (Å):
1 C -1.37 0.88 0.25
2 C -0.53 -0.40 -0.25
3 N -0.21 1.13 -1.96
4 N 0.29 0.19 -1.25
5 N 0.15 -1.07 0.82
6 N 1.47 -0.71 1.14
7 O -1.42 1.81 -0.49
8 H -1.71 0.57 1.21
9 H -1.57 -1.22 -0.78
10 H 0.47 1.80 -2.22
11 H -0.14 -1.96 1.15
12 H 1.74 -1.50 1.71
13 H 1.28 0.33 -1.01
14 H 1.55 0.14 1.68

Stability ranking, top entry: a; the second entry is 2.788 eV less favorable.

a.
The following is a quantum chemistry calculation of a cluster of 3 separate species, C6H16O in total, from OMol25.

HOMO energy   -8.84 eV
Frontier orbital gap   9.775 eV
Structure (SMILES)   C=C(C)C.CO.C
Multiplicity   1

Geometry (Å):
1 C -0.60 -1.02 1.05
2 C 0.55 -0.31 1.17
3 C 1.90 -0.96 1.22
4 C 0.53 1.18 1.35
5 H -0.57 -2.09 1.11
6 H -1.52 -0.59 1.41
7 H 1.83 -2.03 1.04
8 H 2.58 -0.51 0.51
9 H 2.33 -0.82 2.21
10 H -0.43 1.60 1.04
11 H 0.67 1.43 2.41
12 H 1.33 1.65 0.78
13 C -2.06 0.54 -1.25
14 O -2.70 1.36 -0.29
15 H -1.47 -0.31 -0.59
16 H -1.52 1.24 -1.90
17 H -2.79 0.05 -1.90
18 H -3.26 0.80 0.26
19 C 1.06 -0.23 -1.91
20 H 0.71 -0.21 -2.93
21 H 0.95 -1.25 -1.53
22 H 2.11 0.04 -1.88
23 H 0.37 0.47 -1.38

b.
The following is a quantum chemistry calculation of a cluster of 2 separate species, C6H16O in total, from OMol25.

HOMO energy   -10.35 eV
Frontier orbital gap   11.289 eV
Structure (SMILES)   CC(C)C.CCO
Multiplicity   1

Geometry (Å):
1 C 3.27 -0.12 -0.97
2 C 1.92 -0.16 -0.27
3 C 2.02 -0.60 1.20
4 C 1.15 1.19 -0.47
5 H 3.77 -1.09 -0.99
6 H 3.96 0.62 -0.54
7 H 3.14 0.28 -1.97
8 H 1.35 -0.78 -0.98
9 H 1.57 0.12 1.88
10 H 1.51 -1.55 1.32
11 H 3.07 -0.74 1.42
12 H 1.92 1.94 -0.40
13 H 0.70 1.24 -1.46
14 H 0.46 1.36 0.35
15 C -3.04 -0.78 -0.81
16 C -2.47 -0.44 0.55
17 O -2.52 0.94 0.83
18 H -4.03 -0.28 -0.82
19 H -3.59 -1.74 -0.78
20 H -2.40 -0.67 -1.66
21 H -2.88 -1.05 1.37
22 H -1.42 -0.74 0.64
23 H -3.40 1.28 0.60

c.
The following is a quantum chemistry calculation of a cluster of 2 separate species, C6H16O in total, from OMol25.

HOMO energy   -10.69 eV
Frontier orbital gap   11.603 eV
Structure (SMILES)   CCC(C)CC.O
Multiplicity   1

Geometry (Å):
1 C -0.31 2.09 -0.53
2 C -0.94 1.01 0.34
3 C 0.10 0.09 1.06
4 C 0.41 -1.11 0.16
5 C -0.20 -0.39 2.51
6 C 0.84 -1.40 3.01
7 H 0.23 1.58 -1.32
8 H 0.30 2.79 0.06
9 H -1.14 2.66 -0.93
10 H -1.81 1.28 0.95
11 H -1.34 0.31 -0.40
12 H 0.99 0.73 1.13
13 H 0.28 -0.87 -0.89
14 H 1.43 -1.46 0.32
15 H -0.25 -1.95 0.36
16 H -1.13 -0.96 2.47
17 H -0.14 0.51 3.12
18 H 1.05 -2.23 2.33
19 H 0.71 -1.84 4.00
20 H 1.83 -0.93 3.02
21 O -0.05 0.07 -6.76
22 H -0.86 0.44 -6.43
23 H -0.01 -0.42 -7.58

Stability ranking, top entry: c; the second entry is 0.440 eV less favorable.

a.
The following is a quantum chemistry calculation of the ion C3H7N2S2 with charge +1, from OMol25.

HOMO energy   -12.77 eV
Total charge   +1
Frontier orbital gap   7.021 eV
Structure (SMILES)   C/C=[NH+]/C=[N+](\[S-])S
Multiplicity   1

Geometry (Å):
1 C -2.36 -0.58 0.13
2 C -0.99 -0.27 -0.48
3 N -0.31 0.74 -0.08
4 C 1.01 1.00 0.00
5 N 1.88 0.01 -0.21
6 S 1.45 -1.60 -0.17
7 S 3.51 0.49 0.03
8 H -2.53 0.02 1.07
9 H -2.51 -1.61 0.38
10 H -3.09 -0.16 -0.56
11 H -0.46 -0.84 -1.27
12 H -0.74 1.50 0.41
13 H 1.17 2.01 0.40
14 H 3.98 -0.72 0.35

b.
The following is a quantum chemistry calculation of a cluster of 2 separate species, C3H7N2S2 in total, from OMol25.

HOMO energy (spin up / spin down)   -12.49 / -12.49 eV
Total charge   +1
Frontier orbital gap (spin up / spin down)   5.915 / 5.916 eV
Multiplicity   1

Geometry (Å):
1 C -0.11 -1.72 0.09
2 C 0.57 0.49 0.22
3 C -0.15 0.23 -1.04
4 N 0.45 -0.78 0.92
5 N -0.37 -1.14 -1.12
6 S 2.54 0.90 -0.11
7 S -2.63 0.60 0.35
8 H -0.03 -2.81 0.11
9 H 0.33 1.32 0.76
10 H -0.42 0.88 -1.92
11 H 0.51 -0.87 1.95
12 H -0.67 -1.69 -1.94
13 H 2.40 1.62 1.14
14 H -1.91 1.45 0.98

Stability ranking, top entry: a; the second entry is 0.487 eV less favorable.

a.
The following is a quantum chemistry calculation of a structure of composition C7H9N2OP, from OMol25.

HOMO energy (spin up / spin down)   -6.72 / -6.72 eV
Frontier orbital gap (spin up / spin down)   7.084 / 7.083 eV
Multiplicity   1

Geometry (Å):
1 C -3.13 1.29 0.17
2 C -3.06 -0.09 0.41
3 C -1.90 1.89 -0.02
4 C -1.88 -0.74 0.22
5 C -0.78 1.16 -0.12
6 C 2.60 -1.20 -0.53
7 C 2.03 -0.75 0.83
8 N -0.76 -0.11 -0.15
9 N 2.46 0.04 -1.22
10 O 2.41 0.58 1.11
11 P 2.08 1.40 -0.26
12 H -4.00 2.00 0.13
13 H -3.95 -0.77 0.52
14 H -1.87 2.96 0.03
15 H -1.88 -1.75 0.24
16 H 3.62 -1.80 -0.44
17 H 2.07 -1.98 -0.99
18 H 0.98 -0.81 0.83
19 H 2.49 -1.43 1.54
20 H 2.47 0.11 -2.30

b.
The following is a quantum chemistry calculation of a cluster of 2 separate species, C7H9N2OP in total, from OMol25.

HOMO energy   -7.83 eV
Frontier orbital gap   8.108 eV
Multiplicity   1

Geometry (Å):
1 C -1.24 -1.15 -0.89
2 C -2.41 -1.64 -1.46
3 C -1.33 -0.52 0.30
4 C -3.61 -1.54 -0.78
5 C -2.57 -0.34 1.02
6 C 2.68 1.03 1.47
7 C 2.49 0.19 2.75
8 N -3.63 -0.87 0.41
9 N 2.24 0.22 0.36
10 O 1.92 -1.07 2.36
11 P 1.78 -1.21 0.69
12 H -0.31 -1.22 -1.42
13 H -2.45 -2.30 -2.38
14 H -0.34 -0.16 0.57
15 H -4.42 -1.97 -1.31
16 H 2.13 2.02 1.61
17 H 3.73 1.31 1.43
18 H 3.26 -0.02 3.43
19 H 1.73 0.52 3.45
20 H -4.55 -0.81 0.84

Stability ranking, top entry: b; the second entry is 0.516 eV less favorable.

a.
The following is a quantum chemistry calculation of a cluster of 4 separate species, C2H12N2O3 in total, from OMol25.

HOMO energy   -9.44 eV
Frontier orbital gap   10.133 eV
Structure (SMILES)   [H]/N=C/NC.O.O.O
Multiplicity   1

Geometry (Å):
1 H 1.37 -2.60 0.44
2 N 1.05 -1.81 -0.09
3 C 0.43 -2.25 -1.12
4 N 0.06 -1.45 -2.18
5 C -0.83 -1.98 -3.19
6 H 0.35 -3.32 -1.25
7 H -0.02 -0.51 -1.83
8 H -1.46 -1.24 -3.65
9 H -1.62 -2.61 -2.75
10 H -0.29 -2.57 -3.91
11 O 0.17 3.74 3.33
12 H 1.12 3.73 3.19
13 H -0.14 2.85 3.08
14 O 0.34 1.53 -0.29
15 H 0.98 2.20 -0.02
16 H 0.91 0.76 -0.48
17 O -0.96 0.94 2.55
18 H -0.43 0.88 1.75
19 H -1.86 0.78 2.27

b.
The following is a quantum chemistry calculation of a cluster of 4 separate species, C2H12N2O3 in total, from OMol25.

HOMO energy   -8.37 eV
Frontier orbital gap   9.118 eV
Structure (SMILES)   C/N=C\N.O.O.O
Multiplicity   1

Geometry (Å):
1 C 0.44 1.75 -1.52
2 N 0.70 1.89 -0.11
3 C 0.16 1.14 0.75
4 N -0.12 -0.20 0.55
5 H -0.29 2.50 -1.81
6 H 1.35 1.94 -2.08
7 H 0.06 0.77 -1.78
8 H 0.11 1.49 1.78
9 H 0.59 -0.78 0.16
10 H -0.86 -0.69 1.02
11 O -5.31 -1.45 1.56
12 H -6.08 -1.47 2.13
13 H -5.72 -1.15 0.74
14 O 3.07 -0.14 0.61
15 H 3.30 0.79 0.46
16 H 3.53 -0.31 1.44
17 O 1.66 -2.27 -0.98
18 H 2.27 -1.51 -1.13
19 H 1.14 -2.29 -1.79

Stability ranking, top entry: a; the second entry is 0.613 eV less favorable.

a.
The following is a quantum chemistry calculation of a cluster of 4 separate species, C2H12N2O3 in total, from OMol25.

HOMO energy   -8.82 eV
Frontier orbital gap   9.188 eV
Structure (SMILES)   C/N=C\N.O.O.O
Multiplicity   1

Geometry (Å):
1 C 2.90 0.03 2.04
2 N 1.50 0.13 1.69
3 C 0.62 -0.89 1.85
4 N 0.91 -2.24 2.13
5 H 3.49 0.79 1.62
6 H 3.54 -0.88 1.68
7 H 2.98 -0.01 3.12
8 H -0.37 -0.71 1.51
9 H 1.72 -2.44 2.67
10 H 0.08 -2.98 2.18
11 O -2.37 -0.96 -2.20
12 H -1.79 -1.52 -2.61
13 H -2.22 -0.35 -2.96
14 O -3.46 1.73 -1.06
15 H -2.97 1.92 -1.93
16 H -3.04 2.61 -0.61
17 O -0.53 1.72 -3.39
18 H -0.44 2.72 -3.13
19 H -0.55 1.33 -2.58

b.
The following is a quantum chemistry calculation of a cluster of 4 separate species, C2H12N2O3 in total, from OMol25.

HOMO energy   -9.72 eV
Frontier orbital gap   10.078 eV
Structure (SMILES)   C/N=C\N.O.O.O
Multiplicity   1

Geometry (Å):
1 C 2.99 -1.09 2.05
2 N 1.67 -0.57 1.65
3 C 1.64 0.53 1.01
4 N 2.73 1.11 0.36
5 H 3.37 -1.80 1.34
6 H 3.70 -0.32 2.32
7 H 2.81 -1.63 2.98
8 H 0.63 0.79 0.70
9 H 3.52 1.15 0.98
10 H 2.49 1.94 -0.16
11 O -0.58 -2.37 1.04
12 H -1.24 -2.55 1.72
13 H 0.06 -1.82 1.51
14 O -4.65 2.00 0.09
15 H -4.93 1.73 0.98
16 H -3.71 2.08 0.27
17 O -2.32 0.33 -5.42
18 H -2.05 0.35 -4.49
19 H -2.57 -0.59 -5.45

Stability ranking, top entry: b; the second entry is 1.708 eV less favorable.

a.
The following is a quantum chemistry calculation of a cluster of 2 separate species, C9H14 in total, from OMol25.

HOMO energy   -8.97 eV
Frontier orbital gap   9.950 eV
Structure (SMILES)   Cc1ccccc1.CC
Multiplicity   1

Geometry (Å):
1 C -0.35 -1.05 -1.93
2 C -0.63 0.20 -1.14
3 C -0.06 1.42 -1.49
4 C -0.46 2.60 -0.87
5 C -1.53 2.57 0.06
6 C -1.91 1.33 0.55
7 C -1.46 0.15 -0.03
8 H -1.16 -1.38 -2.57
9 H -0.13 -2.01 -1.40
10 H 0.69 -0.98 -2.35
11 H 0.78 1.46 -2.19
12 H 0.07 3.52 -1.02
13 H -2.11 3.46 0.28
14 H -2.68 1.36 1.33
15 H -1.45 -0.69 0.66
16 C 1.25 -1.80 2.15
17 C 1.86 -1.13 0.92
18 H 0.25 -1.43 2.42
19 H 1.17 -2.87 1.88
20 H 1.82 -1.86 3.07
21 H 1.10 -0.50 0.45
22 H 2.20 -1.87 0.17
23 H 2.71 -0.50 1.06

b.
The following is a quantum chemistry calculation of a cluster of 2 separate species, C9H14 in total, from OMol25.

HOMO energy   -8.95 eV
Frontier orbital gap   10.019 eV
Structure (SMILES)   Cc1ccccc1.CC
Multiplicity   1

Geometry (Å):
1 C -1.03 -0.69 -2.86
2 C 0.08 -0.51 -1.75
3 C 0.83 0.63 -1.61
4 C 1.79 0.69 -0.65
5 C 1.90 -0.23 0.39
6 C 1.10 -1.47 0.18
7 C 0.18 -1.58 -0.83
8 H -1.12 0.25 -3.44
9 H -2.02 -0.93 -2.47
10 H -0.74 -1.55 -3.46
11 H 0.69 1.60 -2.29
12 H 2.70 1.36 -0.65
13 H 2.61 -0.07 1.17
14 H 1.23 -2.24 0.88
15 H -0.66 -2.43 -0.89
16 C -1.48 0.77 1.83
17 C -0.35 1.00 2.79
18 H -1.71 1.63 1.21
19 H -1.29 -0.16 1.07
20 H -2.32 0.61 2.26
21 H 0.52 1.32 2.32
22 H -0.16 0.16 3.37
23 H -0.73 1.83 3.43

Stability ranking, top entry: a; the second entry is 0.693 eV less favorable.